Record 1
Computed, not measured: C39H59AsN4O5PSi3Ti as an isolated structure at a distorted geometry, with ωB97M-V with the def2-TZVPD basis set.

Values from the calculation:
Lowest unoccupied orbital energy (alpha / beta) = 0.1450 / 0.1440 Eh
HOMO (alpha / beta) = 0.006 / -0.160 eV
Energy above the lowest of the compared OMol25 structures with the same formula, charge and spin = 8.1 kcal per mole
Expectation value of S² = 0.84

Structure (ORCA input):
```
! wB97M-V def2-TZVPD RIJCOSX def2/J DEFGRID3
* xyz -2 2
Ti -15.943 6.884 11.420
O -16.889 6.981 9.714
C -16.959 8.145 8.786
C -15.709 8.960 8.931
N -15.425 9.135 10.353
C -16.382 10.019 11.079
C -17.421 9.328 12.007
O -18.265 9.988 12.598
O -17.378 7.992 12.074
C -14.022 9.422 10.680
C -13.628 8.686 11.949
O -12.556 8.918 12.482
O -14.484 7.791 12.375
H -17.572 6.333 9.494
H -17.883 8.690 9.047
H -17.006 7.737 7.754
H -15.809 9.948 8.441
H -14.846 8.509 8.447
H -16.980 10.583 10.358
H -15.802 10.731 11.691
H -13.828 10.506 10.827
H -13.364 8.999 9.908
N -13.162 5.714 6.798
C -13.341 5.527 8.104
C -14.493 5.962 8.752
N -14.532 5.891 10.118
C -13.481 5.269 10.753
C -12.451 4.715 10.032
N -12.384 4.821 8.705
H -13.599 6.526 6.401
H -12.373 5.247 6.395
H -15.346 6.422 8.231
H -13.487 5.131 11.854
H -11.639 4.165 10.464
C -15.818 8.249 17.086
P -14.811 8.262 15.550
C -14.829 10.044 15.232
C -13.666 10.811 15.150
C -13.698 12.190 14.964
C -14.948 12.825 14.864
C -16.145 12.067 14.936
C -16.094 10.678 15.105
C -13.124 7.873 16.164
C -12.125 7.530 15.228
C -10.909 6.982 15.664
C -10.628 6.853 17.022
C -11.540 7.371 17.938
C -12.757 7.933 17.497
H -15.460 8.956 17.862
H -15.874 7.199 17.457
H -16.849 8.588 16.771
H -12.677 10.279 15.161
H -12.772 12.755 14.942
H -15.062 13.908 14.776
H -17.130 12.565 14.889
H -16.986 10.089 15.170
H -12.343 7.784 14.177
H -10.226 6.583 14.882
H -9.705 6.343 17.358
H -11.415 7.307 19.021
H -13.434 8.399 18.187
C -16.214 5.482 12.822
C -15.760 4.960 14.124
C -14.399 4.698 14.387
C -14.002 3.893 15.457
C -14.924 3.485 16.456
C -16.245 3.659 16.142
C -16.663 4.522 15.150
H -13.649 5.150 13.731
H -12.939 3.714 15.646
H -14.615 2.991 17.395
H -16.988 3.097 16.679
H -17.711 4.690 15.014
C -17.589 1.545 13.811
Si -17.224 2.147 12.028
C -15.421 1.603 11.652
C -18.260 1.446 10.598
As -17.714 4.639 12.078
Si -19.902 5.478 12.998
C -21.154 4.061 13.398
C -19.535 6.577 14.509
C -20.653 6.607 11.700
Si -19.453 4.657 8.012
C -20.762 3.276 7.962
C -18.113 4.022 6.739
C -20.211 6.287 7.185
H -17.861 0.474 13.942
H -18.341 2.200 14.256
H -16.696 1.719 14.438
H -15.349 0.510 11.514
H -14.730 1.874 12.483
H -14.990 2.089 10.778
H -18.267 0.368 10.537
H -17.906 1.803 9.586
H -19.293 1.776 10.720
H -20.781 3.284 14.085
H -21.293 3.569 12.418
H -22.143 4.428 13.800
H -19.082 5.984 15.317
H -20.449 7.127 14.830
H -18.807 7.335 14.173
H -21.365 6.071 11.006
H -19.871 7.079 11.096
H -21.213 7.392 12.192
H -20.282 2.390 7.563
H -21.664 3.501 7.402
H -20.962 3.060 9.026
H -17.299 3.607 7.353
H -17.717 4.828 6.073
H -18.484 3.223 6.114
H -21.034 6.074 6.470
H -19.451 6.933 6.726
H -20.721 6.820 8.007
*
```

Atom charges from the Löwdin analysis, given in e for atoms 1 to 4: Ti 0.848; O -0.268; C -0.129; C -0.182

Record 2
Computed, not measured: C39H60BiGeN4P3S4SbSe as an isolated structure, with ωB97M-V with the def2-TZVPD basis set.

Values from the calculation:
Lowest unoccupied orbital energy (alpha / beta) = 0.1302 / 0.0938 Eh
HOMO (alpha / beta) = -1.765 / -1.758 eV
Expectation value of S² = 0.76

Structure (ORCA input):
```
! wB97M-V def2-TZVPD RIJCOSX def2/J DEFGRID3
* xyz -2 2
Bi -1.669 -0.662 1.273
C -0.105 -4.083 -2.287
C -0.695 -3.023 -3.221
C -0.308 -3.339 -4.670
P -0.259 -1.327 -2.576
C 1.260 -1.049 -3.614
N 2.023 0.162 -3.341
Ge 2.159 0.902 -1.488
N 3.748 -0.052 -0.837
C 3.647 -1.061 0.213
P 2.072 -1.041 1.195
C 2.431 0.132 2.590
C 2.705 1.524 2.004
C 3.521 -0.268 3.579
C 2.181 -2.734 1.958
C 3.588 -3.281 2.212
C 1.410 -3.706 1.055
C 4.800 -0.204 -1.710
C 5.793 -1.190 -1.596
C 6.784 -1.315 -2.566
C 6.809 -0.489 -3.681
C 5.848 0.516 -3.787
C 4.895 0.673 -2.804
N 3.940 1.769 -2.763
C 3.285 2.024 -4.038
C 3.608 3.051 -4.901
C 2.999 3.127 -6.153
C 2.094 2.137 -6.513
C 1.747 1.119 -5.629
C 2.304 1.064 -4.343
C 4.416 2.952 -2.083
C 5.696 3.466 -2.140
C 5.996 4.670 -1.502
C 4.987 5.330 -0.812
C 3.707 4.790 -0.716
C 3.394 3.572 -1.346
N 2.180 2.944 -1.293
C 1.175 3.591 -0.468
P -0.424 2.674 -0.315
C -1.056 3.578 1.166
C -0.800 5.087 1.247
C -0.382 2.920 2.377
C -1.409 3.226 -1.805
C -1.941 4.655 -1.795
C -0.612 2.973 -3.094
C -1.524 -0.219 -3.381
C -2.911 -0.475 -2.786
C -1.616 -0.223 -4.910
H -0.345 -5.091 -2.653
H -0.513 -3.975 -1.276
H 0.990 -3.996 -2.241
H -1.780 -3.063 -3.123
H 0.775 -3.474 -4.764
H -0.616 -2.569 -5.381
H -0.782 -4.280 -4.970
H 1.005 -1.130 -4.667
H 1.880 -1.925 -3.377
H 4.496 -0.969 0.898
H 3.698 -2.070 -0.218
H 1.480 0.177 3.130
H 3.655 1.545 1.455
H 2.756 2.272 2.801
H 1.912 1.827 1.309
H 4.492 -0.392 3.085
H 3.273 -1.191 4.108
H 3.633 0.525 4.328
H 1.653 -2.640 2.908
H 4.086 -3.524 1.269
H 3.504 -4.210 2.784
H 4.234 -2.600 2.773
H 1.825 -3.686 0.037
H 0.341 -3.463 0.990
H 1.494 -4.736 1.432
H 5.787 -1.865 -0.750
H 7.539 -2.083 -2.448
H 7.564 -0.609 -4.447
H 5.842 1.181 -4.645
H 4.349 3.785 -4.606
H 3.253 3.926 -6.839
H 1.634 2.159 -7.494
H 1.031 0.377 -5.948
H 6.469 2.939 -2.685
H 6.995 5.084 -1.558
H 5.198 6.275 -0.325
H 2.947 5.310 -0.149
H 0.971 4.597 -0.850
H 1.534 3.717 0.564
H -2.131 3.390 1.210
H 0.268 5.297 1.387
H -1.329 5.465 2.128
H -1.146 5.649 0.375
H 0.706 3.123 2.363
H -0.513 1.844 2.400
H -0.803 3.310 3.301
H -2.268 2.551 -1.790
H -1.123 5.385 -1.776
H -2.599 4.839 -0.943
H -2.518 4.833 -2.712
H 0.180 3.720 -3.219
H -1.270 3.030 -3.969
H -0.124 1.995 -3.104
H -1.206 0.774 -3.059
H -3.286 -1.466 -3.051
H -3.622 0.268 -3.167
H -2.931 -0.414 -1.703
H -2.084 -1.148 -5.267
H -0.644 -0.104 -5.399
H -2.248 0.614 -5.236
S -5.710 -0.355 4.475
Sb -3.979 0.765 3.523
S -3.918 0.558 1.102
S -1.830 -0.355 3.815
S -3.866 2.978 4.085
Se -2.506 -3.042 1.039
*
```

Atom charges from the Löwdin analysis, given in e for atoms 1 to 4: Bi 0.282; C -0.149; C -0.551; C -0.132